C6H8N2O in the gas phase at a distorted geometry, computed with wB97M-V/def2-TZVPD.

Each atom is followed by the atoms it is bonded to, with distances in Å.
Geometry (Å):
1 C -0.357 2.637 -0.242  C2 1.470, H7 1.071, H8 1.100, H9 1.312
2 C -0.660 1.414 -0.998  C1 1.470, C3 1.343, H10 1.175
3 C -0.357 0.228 -0.444  C2 1.343, C4 1.539, C6 1.450
4 C -0.815 -1.130 -1.005  C3 1.539, H11 1.178, H12 1.160, N15 1.451
5 C 0.424 -1.653 0.828  C6 1.436, N15 1.242, N16 1.320
6 C 0.623 -0.268 0.502  C3 1.450, C5 1.436, O17 1.261
7 H -0.223 3.444 -0.935  C1 1.071
8 H 0.566 2.621 0.356  C1 1.100
9 H -1.473 2.683 0.446  C1 1.312
10 H -1.205 1.483 -2.037  C2 1.175
11 H -0.129 -0.976 -1.950  C4 1.178
12 H -1.932 -1.411 -1.144  C4 1.160
13 H 0.968 -3.288 1.864  N16 1.154
14 H 2.054 -1.825 2.003  N16 0.946
15 N -0.253 -2.119 -0.104  C4 1.451, C5 1.242
16 N 1.204 -2.164 1.762  C5 1.320, H13 1.154, H14 0.946
17 O 1.564 0.325 1.095  C6 1.261

Results
SMILES: C/C=C1/CN=C(N)C1=O
Highest occupied orbital energy, eV: -8.84
Energy, eV: -11375.8390

---

A 2-piece molecular cluster, C6H8N2O2 overall at a distorted geometry, computed with wB97M-V/def2-TZVPD.

Each atom is followed by the atoms it is bonded to, with distances in Å.
Geometry (Å):
1 C -0.975 1.937 0.419  C5 1.488, N7 1.286, H11 1.084
2 C -1.042 -0.167 0.823  C3 1.335, N7 1.458, N8 1.422
3 C -1.301 -1.359 1.366  C2 1.335, H12 1.124, H13 1.059
4 C -4.182 -0.818 -0.599  O9 1.136, O10 1.114
5 C -0.150 1.322 -0.655  C1 1.488, N8 1.496, H14 1.093, H15 1.150
6 C -0.581 -0.852 -1.567  N8 1.464, H16 1.127, H17 1.166, H18 1.148
7 N -1.575 1.130 1.221  C1 1.286, C2 1.458
8 N -0.223 -0.139 -0.339  C2 1.422, C5 1.496, C6 1.464
9 O -3.655 -0.363 -1.497  C4 1.136
10 O -4.661 -1.252 0.308  C4 1.114
11 H -1.098 3.003 0.573  C1 1.084
12 H -0.657 -2.244 1.111  C3 1.124
13 H -1.804 -1.381 2.298  C3 1.059
14 H -0.509 1.685 -1.621  C5 1.093
15 H 0.969 1.584 -0.679  C5 1.150
16 H -0.760 -1.948 -1.378  C6 1.127
17 H -1.607 -0.516 -2.007  C6 1.166
18 H 0.255 -0.777 -2.350  C6 1.148

Results
SMILES: C=C1N=CCN1C.O=C=O
Highest occupied orbital energy, eV: -8.20
Energy, eV: -13425.6251

---

A 2-piece molecular cluster, C6H8N2O2 overall at a distorted geometry, computed with wB97M-V/def2-TZVPD.

Each atom is followed by the atoms it is bonded to, with distances in Å.
Geometry (Å):
1 C 0.876 0.466 1.552  C2 1.424, N15 1.387, O17 1.291
2 C 0.310 -0.837 1.654  C1 1.424, C3 1.367, H8 1.161
3 C 0.558 -1.623 0.563  C2 1.367, H9 1.030, N16 1.438
4 C 1.664 0.198 -0.842  N15 1.354, N16 1.473, O18 1.254
5 C -1.870 0.596 -1.533  C6 1.397, H11 1.246, H12 1.152
6 C -2.371 0.727 -0.235  C5 1.397, H13 1.281, H14 1.186
7 H 2.155 1.715 0.403  N15 1.136
8 H -0.308 -1.157 2.584  C2 1.161
9 H 0.144 -2.562 0.645  C3 1.030
10 H 1.185 -1.812 -1.504  N16 1.113
11 H -0.701 0.992 -1.704  C5 1.246
12 H -2.390 0.155 -2.462  C5 1.152
13 H -1.520 1.121 0.636  C6 1.281
14 H -3.409 0.254 0.092  C6 1.186
15 N 1.455 0.822 0.342  C1 1.387, C4 1.354, H7 1.136
16 N 1.331 -1.212 -0.578  C3 1.438, C4 1.473, H10 1.113
17 O 0.794 1.504 2.315  C1 1.291
18 O 2.096 0.651 -1.928  C4 1.254

Results
SMILES: O=c1cc[nH]c(=O)[nH]1.C=C
Highest occupied orbital energy, eV: -9.72
Energy, eV: -13423.9633

---

A 2-piece molecular cluster, C6H8N2O2S overall at a distorted geometry, computed with wB97M-V/def2-TZVPD.

Each atom is followed by the atoms it is bonded to, with distances in Å.
Geometry (Å):
1 C 2.527 -1.239 0.184  C2 1.413, C3 1.409, H12 1.075
2 C 1.347 -1.292 -0.590  C1 1.413, C4 1.388, H13 1.050
3 C 2.912 -0.013 0.762  C1 1.409, C5 1.380, H14 1.135
4 C 0.489 -0.201 -0.616  C2 1.388, C6 1.379, H15 1.116
5 C 2.059 1.068 0.667  C3 1.380, C6 1.385, H16 1.129
6 C 0.821 0.957 0.055  C4 1.379, C5 1.385, O10 1.366
7 N -3.053 -1.545 0.094  S11 1.520, H17 1.035
8 N -2.703 0.954 -0.605  S11 1.524, H19 1.028
9 O -5.001 -0.057 0.181  S11 1.413
10 O -0.023 2.024 0.188  C6 1.366, H18 0.943
11 S -3.608 -0.137 -0.044  N7 1.520, N8 1.524, O9 1.413
12 H 3.253 -2.013 0.354  C1 1.075
13 H 1.135 -2.169 -1.129  C2 1.050
14 H 3.790 -0.008 1.481  C3 1.135
15 H -0.339 -0.283 -1.359  C4 1.116
16 H 2.450 2.002 1.166  C5 1.129
17 H -2.147 -1.829 -0.319  N7 1.035
18 H -0.937 1.839 0.046  O10 0.943
19 H -2.973 1.941 -0.514  N8 1.028

Results
SMILES: N=S(=N)=O.Oc1ccccc1
Highest occupied orbital energy, eV: -8.61
Energy, eV: -24258.9767

---

A 2-piece molecular cluster, C6H8N2O3 overall at a distorted geometry, computed with wB97M-V/def2-TZVPD.

Each atom is followed by the atoms it is bonded to, with distances in Å.
Geometry (Å):
1 C 1.078 -0.304 -1.735  C2 1.413, C3 1.373, H12 1.016
2 C 1.375 -1.601 -1.259  C1 1.413, C4 1.339, H13 1.084
3 C 0.921 0.563 -0.682  C1 1.373, N8 1.400, O9 1.322
4 C 1.498 -1.490 0.070  C2 1.339, N8 1.425, O10 1.324
5 C -1.093 1.665 1.604  N7 1.174
6 C -2.841 0.709 -0.086  N7 1.447, H15 1.113, H16 1.096, H17 1.147
7 N -1.933 1.202 0.927  C5 1.174, C6 1.447
8 N 1.095 -0.189 0.486  C3 1.400, C4 1.425, O11 1.368
9 O 0.450 1.794 -0.774  C3 1.322, H18 0.936
10 O 1.812 -2.439 0.939  C4 1.324, H19 1.051
11 O 1.147 0.119 1.819  N8 1.368, H14 1.020
12 H 1.094 -0.065 -2.722  C1 1.016
13 H 1.538 -2.594 -1.662  C2 1.084
14 H 0.454 0.845 1.997  O11 1.020
15 H -3.846 1.184 -0.017  C6 1.113
16 H -3.049 -0.335 0.172  C6 1.096
17 H -2.275 0.867 -1.071  C6 1.147
18 H 0.586 2.152 0.080  O9 0.936
19 H 1.988 -2.081 1.912  O10 1.051

Results
Highest occupied orbital energy, eV: -6.91
Energy, eV: -15469.5733

---

C6H8N2O3 in the gas phase at a distorted geometry, computed with wB97M-V/def2-TZVPD.

Each atom is followed by the atoms it is bonded to, with distances in Å.
Geometry (Å):
1 C -1.908 0.088 -0.717  C2 1.529, C3 1.342, H12 1.125
2 C -1.944 -1.249 0.023  C1 1.529, C4 1.297, H13 1.011
3 C -0.852 0.892 -0.921  C1 1.342, C5 1.546, H14 1.100
4 C -0.923 -1.876 0.520  C2 1.297, N8 1.244
5 C 0.551 0.539 -0.375  C3 1.546, C6 1.607, O11 1.369, H15 1.137
6 C 1.002 1.594 0.751  C5 1.607, N7 1.302, H16 1.109
7 N 2.175 2.116 0.539  C6 1.302, H17 1.037
8 N -0.318 -2.867 0.966  C4 1.244, O9 1.239, O10 1.395
9 O 0.117 -3.056 2.111  N8 1.239
10 O -0.140 -3.825 -0.033  N8 1.395, H18 1.011
11 O 1.486 0.510 -1.375  C5 1.369, H19 0.971
12 H -2.926 0.461 -1.018  C1 1.125
13 H -2.866 -1.570 0.284  C2 1.011
14 H -0.778 1.899 -1.358  C3 1.100
15 H 0.454 -0.502 0.071  C5 1.137
16 H 0.177 2.021 1.359  C6 1.109
17 H 2.336 2.788 1.312  N7 1.037
18 H 0.568 -4.473 0.288  O10 1.011
19 H 2.328 0.929 -1.133  O11 0.971

Results
SMILES: [H]/N=C/[C@H](O)/C=C\C=C=[N+]([O-])O
Highest occupied orbital energy, eV: -8.88
Energy, eV: -15467.0845

---

The records above give, respectively, HOMO-LUMO gap values of 8.56 8.91 9.76 8.07 7.53 8.94 eV.